[1]
This record from the Open Molecules 2025 dataset describes the molecule C4H3NO2 in a non-equilibrium geometry. The level of theory is ωB97M-V/def2-TZVPD.

Output
* ΔE to the lowest compared entry with this formula, charge and spin: 2.2440 eV
* E_tot: -359.3879 Eh
* HOMO energy: -0.387 hartree
* max |F|: 1.36 eV/Å
* LUMO: 0.003 Eh
* SMILES: O=Cc1ccon1

Each line ends with the Löwdin charge.
CARTESIAN COORDINATES (ANGSTROEM)
O (-2.38, 0.95, -0.72)  0.067
C (-1.69, -0.02, -0.90)  -0.195
C (-0.33, -0.17, -0.29)  -0.246
N (0.36, -1.25, -0.57)  0.117
O (1.56, -1.12, 0.07)  -0.017
C (1.57, 0.04, 0.73)  -0.109
C (0.40, 0.70, 0.60)  0.016
H (-2.02, -0.88, -1.52)  0.128
H (2.44, 0.31, 1.30)  0.130
H (0.09, 1.44, 1.30)  0.109

=====

[2]
This record from the Open Molecules 2025 dataset describes a cluster of 13 separate species, C32H93B2N2O19PS in total in a non-equilibrium geometry. The level of theory is ωB97M-V/def2-TZVPD.

Output
* E_tot: -3603.3757 Eh
* HOMO energy: -0.305 hartree
* max |F|: 1.02 eV/Å
* LUMO: 0.011 Eh

Each line ends with the Löwdin charge.
CARTESIAN COORDINATES (ANGSTROEM)
C (4.51, 3.15, 1.97)  -0.085
N (3.42, 4.06, 1.55)  -0.086
C (3.88, 5.46, 1.71)  -0.057
B (2.23, 3.80, 2.38)  -0.580
O (2.40, 3.50, 3.70)  0.182
C (0.76, 3.85, 1.75)  -0.153
C (0.48, 5.31, 1.43)  -0.153
O (-0.86, 5.51, 0.89)  -0.210
S (-1.05, 4.89, -0.56)  0.570
O (-2.42, 5.11, -0.90)  -0.293
O (-0.03, 5.41, -1.43)  -0.274
C (-0.72, 3.17, -0.25)  -0.380
P (-2.29, 2.50, 0.55)  0.889
O (-1.79, 1.93, 2.01)  -0.276
O (-2.37, 1.20, -0.43)  -0.269
C (0.67, 3.04, 0.45)  -0.163
B (1.19, 1.52, 0.51)  -0.577
O (2.48, 1.31, 0.09)  0.175
N (0.42, 0.37, 0.94)  -0.092
C (0.78, -0.84, 0.18)  -0.089
C (0.60, 0.13, 2.39)  -0.054
H (4.92, 3.43, 2.94)  0.069
H (4.16, 2.12, 2.02)  0.087
H (5.32, 3.18, 1.23)  0.094
H (3.60, 6.08, 0.86)  0.084
H (3.47, 5.93, 2.60)  0.074
H (4.96, 5.46, 1.81)  0.088
H (1.57, 3.23, 4.12)  0.111
H (0.06, 3.48, 2.50)  0.130
H (1.19, 5.66, 0.67)  0.119
H (0.55, 5.97, 2.30)  0.140
H (-0.61, 2.72, -1.25)  0.085
H (-2.34, 2.41, 2.65)  0.053
H (-3.29, 0.89, -0.49)  0.037
H (1.39, 3.53, -0.22)  0.131
H (2.88, 2.12, -0.25)  0.101
H (0.85, -0.61, -0.89)  0.088
H (1.73, -1.27, 0.50)  0.088
H (0.01, -1.60, 0.29)  0.082
H (-0.36, 0.05, 2.89)  0.072
H (1.16, 0.94, 2.87)  0.079
H (1.15, -0.79, 2.56)  0.090
C (8.49, 1.85, 4.55)  -0.073
C (7.87, 2.85, 3.60)  -0.313
O (7.04, 3.78, 4.30)  -0.100
H (7.71, 1.32, 5.09)  0.048
H (9.10, 1.12, 4.01)  0.081
H (9.13, 2.35, 5.28)  0.078
H (7.22, 2.35, 2.89)  0.100
H (8.64, 3.39, 3.04)  0.112
H (7.58, 4.27, 4.93)  0.070
C (0.51, 4.32, -4.59)  -0.089
C (0.92, 2.95, -4.08)  -0.296
O (-0.15, 2.32, -3.36)  -0.091
H (0.20, 4.94, -3.75)  0.043
H (1.34, 4.82, -5.10)  0.083
H (-0.33, 4.24, -5.28)  0.077
H (1.74, 3.04, -3.36)  0.112
H (1.25, 2.31, -4.90)  0.109
H (-0.89, 2.22, -3.96)  0.073
C (4.41, 0.18, 7.35)  -0.084
C (5.72, -0.42, 6.87)  -0.318
O (5.86, -0.36, 5.45)  -0.090
H (3.57, -0.33, 6.89)  0.076
H (4.32, 0.11, 8.43)  0.058
H (4.35, 1.24, 7.07)  0.070
H (5.78, -1.47, 7.13)  0.113
H (6.57, 0.10, 7.35)  0.109
H (5.81, 0.57, 5.20)  0.059
C (0.14, -4.88, -3.28)  -0.089
C (-0.37, -3.84, -2.30)  -0.321
O (0.52, -3.61, -1.21)  -0.096
H (0.31, -5.82, -2.77)  0.078
H (-0.57, -5.04, -4.09)  0.051
H (1.09, -4.56, -3.72)  0.075
H (-1.31, -4.16, -1.86)  0.110
H (-0.56, -2.89, -2.82)  0.107
H (1.36, -3.31, -1.57)  0.080
C (-3.92, 0.38, -4.13)  -0.080
C (-5.09, 0.96, -3.35)  -0.307
O (-4.68, 1.48, -2.09)  -0.099
H (-3.43, -0.41, -3.55)  0.077
H (-4.26, -0.03, -5.08)  0.075
H (-3.18, 1.15, -4.33)  0.061
H (-5.83, 0.19, -3.13)  0.111
H (-5.58, 1.75, -3.93)  0.111
H (-4.04, 2.18, -2.24)  0.078
C (4.45, 6.39, 5.35)  -0.084
C (5.39, 5.96, 6.46)  -0.313
O (6.75, 6.30, 6.18)  -0.086
H (4.77, 5.93, 4.41)  0.052
H (3.43, 6.10, 5.56)  0.077
H (4.48, 7.48, 5.21)  0.078
H (5.37, 4.88, 6.57)  0.107
H (5.09, 6.41, 7.41)  0.108
H (6.80, 7.25, 6.08)  0.082
C (-3.03, -7.94, -5.38)  -0.101
C (-2.67, -6.79, -6.30)  -0.309
O (-1.41, -6.21, -5.97)  -0.095
H (-3.06, -7.61, -4.35)  0.062
H (-4.01, -8.34, -5.64)  0.071
H (-2.30, -8.74, -5.47)  0.068
H (-3.40, -5.98, -6.21)  0.104
H (-2.66, -7.13, -7.34)  0.103
H (-0.74, -6.90, -6.06)  0.083
C (-1.05, 7.75, -5.13)  -0.092
C (0.19, 8.23, -4.40)  -0.322
O (1.10, 8.92, -5.25)  -0.085
H (-0.77, 7.10, -5.96)  0.070
H (-1.71, 7.21, -4.46)  0.074
H (-1.60, 8.60, -5.55)  0.070
H (0.75, 7.39, -3.99)  0.097
H (-0.09, 8.88, -3.56)  0.110
H (0.65, 9.68, -5.62)  0.076
C (-7.37, -5.46, -4.42)  -0.096
C (-6.54, -6.27, -3.44)  -0.311
O (-5.16, -6.29, -3.79)  -0.095
H (-7.26, -5.86, -5.43)  0.075
H (-8.42, -5.48, -4.14)  0.051
H (-7.04, -4.42, -4.44)  0.075
H (-6.86, -7.31, -3.43)  0.113
H (-6.67, -5.86, -2.43)  0.104
H (-4.84, -5.38, -3.79)  0.083
C (-11.49, -5.58, -1.40)  -0.092
C (-10.05, -5.29, -1.02)  -0.314
O (-9.32, -4.69, -2.09)  -0.098
H (-11.53, -6.23, -2.27)  0.075
H (-12.02, -6.06, -0.58)  0.074
H (-12.02, -4.65, -1.65)  0.072
H (-9.52, -6.22, -0.79)  0.112
H (-10.01, -4.65, -0.14)  0.109
H (-9.75, -3.86, -2.31)  0.087
C (3.62, -1.22, 11.93)  -0.096
C (4.92, -0.59, 12.39)  -0.327
O (5.59, 0.10, 11.34)  -0.089
H (3.80, -1.91, 11.11)  0.074
H (3.14, -1.76, 12.75)  0.072
H (2.92, -0.46, 11.57)  0.071
H (5.62, -1.35, 12.73)  0.111
H (4.73, 0.10, 13.23)  0.108
H (5.00, 0.80, 11.02)  0.072
C (-4.17, -11.72, -7.46)  -0.092
C (-3.74, -10.58, -8.36)  -0.324
O (-2.45, -10.09, -8.03)  -0.092
H (-4.16, -11.40, -6.42)  0.072
H (-5.17, -12.07, -7.72)  0.074
H (-3.48, -12.57, -7.55)  0.072
H (-4.42, -9.74, -8.26)  0.108
H (-3.76, -10.90, -9.41)  0.107
H (-1.81, -10.80, -8.12)  0.081

=====

[3]
This record from the Open Molecules 2025 dataset describes a structure of composition C4H9NO2 in a non-equilibrium geometry. The level of theory is ωB97M-V/def2-TZVPD.

Output
* ΔE to the lowest compared entry with this formula, charge and spin: 4.9703 eV
* E_tot: -362.9029 Eh
* HOMO energy: -0.333 hartree
* max |F|: 2.30 eV/Å
* LUMO: 0.022 Eh

Each line ends with the Löwdin charge.
CARTESIAN COORDINATES (ANGSTROEM)
N (1.94, -1.82, 1.52)  0.054
C (1.18, -0.76, 1.05)  -0.253
O (-0.03, -0.94, 1.37)  -0.071
C (0.73, 1.31, 0.03)  0.014
C (-0.66, 0.99, -0.01)  -0.282
C (-1.25, 0.19, -1.20)  -0.246
O (-1.88, 1.04, -2.22)  -0.109
H (1.35, -2.48, 2.09)  0.117
H (2.98, -1.99, 1.42)  0.114
H (1.11, 2.11, 0.68)  0.076
H (1.35, 1.27, -0.88)  0.072
H (-0.60, 0.03, 0.83)  0.043
H (-1.39, 1.58, 0.59)  0.131
H (-0.40, -0.42, -1.61)  0.123
H (-2.03, -0.54, -0.83)  0.124
H (-2.39, 0.45, -2.83)  0.093

=====

[4]
This record from the Open Molecules 2025 dataset describes a structure of composition C10H29MgNP in a non-equilibrium geometry. The level of theory is ωB97M-V/def2-TZVPD.

Output
* charge: -1
* E_tot: -994.4945 Eh
* HOMO energy (spin up / spin down): -0.001 / -0.001 hartree
* max |F|: 1.25 eV/Å
* LUMO (spin up / spin down): 0.101 / 0.101 Eh

Each line ends with the Löwdin charge.
CARTESIAN COORDINATES (ANGSTROEM)
C (-0.25, 0.72, 2.77)  -0.074
Mg (-0.54, -1.53, -1.06)  -0.202
N (0.71, -0.25, -2.43)  -0.104
H (0.28, -1.87, 0.42)  -0.205
H (0.69, -1.04, -3.09)  -0.040
H (0.42, 1.50, 2.39)  0.006
H (0.29, 0.07, 3.47)  0.016
H (-0.60, 0.14, 1.88)  -0.032
H (-1.09, 1.18, 3.32)  0.001
H (0.38, 0.54, -2.98)  -0.016
H (1.70, -0.07, -2.26)  -0.001
C (-3.90, 1.48, 1.65)  -0.126
C (-3.98, 0.62, 0.38)  -0.538
C (-5.29, 0.91, -0.35)  -0.125
P (-2.37, 0.56, -0.60)  1.034
C (-2.81, -0.43, -2.12)  -0.649
C (-3.54, -1.73, -1.73)  -0.192
C (-3.49, 0.34, -3.25)  -0.157
C (-2.07, 2.38, -1.07)  -0.547
C (-3.26, 3.23, -1.52)  -0.140
C (-1.31, 3.13, 0.03)  -0.136
H (-3.90, 2.56, 1.45)  0.061
H (-3.03, 1.22, 2.26)  0.047
H (-4.79, 1.28, 2.27)  0.075
H (-4.02, -0.43, 0.71)  0.094
H (-5.38, 1.95, -0.68)  0.061
H (-5.46, 0.26, -1.21)  0.044
H (-6.12, 0.73, 0.34)  0.077
H (-1.80, -0.75, -2.52)  -0.015
H (-4.57, -1.55, -1.42)  0.060
H (-3.55, -2.40, -2.60)  0.061
H (-3.03, -2.30, -0.93)  0.031
H (-2.87, 1.20, -3.55)  0.049
H (-3.57, -0.33, -4.12)  0.066
H (-4.50, 0.69, -3.00)  0.059
H (-1.39, 2.28, -1.93)  0.077
H (-3.91, 3.50, -0.68)  0.063
H (-2.89, 4.18, -1.93)  0.077
H (-3.86, 2.76, -2.30)  0.051
H (-0.34, 2.66, 0.24)  0.061
H (-1.12, 4.19, -0.25)  0.075
H (-1.88, 3.16, 0.97)  0.056

=====

[5]
This record from the Open Molecules 2025 dataset describes a structure of composition C29H48MoNP3S2 in a non-equilibrium geometry. The level of theory is ωB97M-V/def2-TZVPD.

Output
* ΔE to the lowest compared entry with this formula, charge and spin: 1.0535 eV
* expectation value of S²: 2.1214
* charge: +4
* spin multiplicity: 3
* E_tot: -3075.5404 Eh
* HOMO energy (spin up / spin down): -0.696 / -0.696 hartree
* max |F|: 4.27 eV/Å
* LUMO (spin up / spin down): -0.489 / -0.486 Eh

Each line ends with the Löwdin spin population.
CARTESIAN COORDINATES (ANGSTROEM)
Mo (0.11, -0.54, -0.28)  0.897
P (1.36, -0.11, 1.90)  0.004
P (1.74, 1.27, -1.11)  0.018
P (-0.55, -2.50, 0.78)  0.022
H (-0.32, -3.62, -4.19)  0.007
C (-0.69, -3.26, -3.20)  0.080
C (-1.27, -1.92, -3.02)  0.573
H (-1.16, -1.28, -3.88)  0.029
C (2.84, -1.18, 2.11)  0.002
C (2.11, 1.45, 2.52)  0.000
C (0.38, -0.46, 3.42)  0.000
C (1.57, 1.61, -2.91)  0.010
C (1.68, 3.01, -0.47)  0.005
C (3.50, 0.74, -1.01)  -0.001
C (-1.12, -3.89, -0.30)  0.011
C (-2.05, -2.33, 1.81)  0.002
C (0.50, -3.58, 1.85)  0.001
H (-1.20, -4.09, -2.68)  0.002
H (-2.16, -1.84, -2.38)  0.038
H (3.35, -0.88, 3.03)  0.000
H (3.51, -1.05, 1.25)  0.000
H (2.56, -2.24, 2.19)  0.000
H (2.61, 1.22, 3.48)  0.000
H (1.33, 2.20, 2.72)  0.000
H (2.86, 1.85, 1.82)  0.000
H (1.02, -0.29, 4.30)  0.000
H (0.02, -1.49, 3.45)  0.000
H (-0.48, 0.22, 3.46)  0.000
H (1.88, 2.65, -3.13)  0.001
H (0.52, 1.48, -3.20)  0.001
H (2.18, 0.92, -3.51)  0.000
H (2.69, 3.46, -0.47)  0.000
H (1.26, 3.09, 0.54)  0.000
H (1.04, 3.59, -1.14)  0.000
H (4.14, 1.44, -1.58)  -0.001
H (3.59, -0.26, -1.47)  0.000
H (3.87, 0.69, 0.03)  0.000
H (-1.32, -4.78, 0.30)  0.002
H (-0.32, -4.16, -1.01)  0.001
H (-2.03, -3.63, -0.84)  0.000
H (-2.04, -3.11, 2.59)  0.001
H (-2.95, -2.46, 1.18)  -0.001
H (-2.10, -1.34, 2.28)  0.000
H (-0.08, -4.48, 2.10)  0.000
H (0.77, -3.09, 2.78)  0.000
H (1.42, -3.90, 1.33)  0.000
C (2.28, -1.99, -3.20)  0.008
C (3.39, -2.37, -2.44)  0.010
C (4.63, -2.42, -3.06)  0.001
C (4.77, -1.93, -4.35)  0.004
C (3.68, -1.38, -5.03)  0.005
C (2.39, -1.47, -4.48)  0.001
S (0.76, -2.36, -2.29)  0.147
H (1.30, -3.65, -2.29)  0.076
H (3.30, -2.67, -1.39)  0.001
H (5.42, -2.91, -2.51)  0.000
H (5.76, -1.90, -4.77)  0.000
H (3.79, -0.85, -5.98)  0.000
H (1.51, -1.09, -5.02)  0.000
N (-1.59, 0.53, -0.14)  0.009
S (-1.50, 2.10, 0.41)  0.021
C (-3.01, 2.89, -0.18)  0.006
C (-3.33, 4.14, 0.37)  0.002
C (-4.54, 4.74, 0.04)  0.000
C (-5.43, 4.09, -0.82)  0.000
C (-5.07, 2.87, -1.42)  0.000
C (-3.84, 2.27, -1.12)  0.000
C (-1.86, 2.02, 2.18)  0.000
C (-1.16, 2.86, 3.07)  0.000
C (-1.38, 2.75, 4.44)  0.000
C (-2.31, 1.85, 4.93)  0.000
C (-3.06, 1.06, 4.05)  0.000
C (-2.86, 1.17, 2.67)  0.000
H (-2.53, 0.15, -0.12)  0.003
H (-2.62, 4.61, 1.05)  0.000
H (-4.78, 5.71, 0.47)  0.000
H (-6.40, 4.53, -1.04)  0.000
H (-5.76, 2.39, -2.11)  0.000
H (-3.52, 1.35, -1.60)  0.000
H (-0.46, 3.59, 2.66)  0.000
H (-0.81, 3.39, 5.13)  0.000
H (-2.50, 1.79, 6.01)  0.000
H (-3.80, 0.37, 4.45)  0.000
H (-3.50, 0.62, 1.97)  0.000

=====

[6]
This record from the Open Molecules 2025 dataset describes a cluster of 2 separate species, C8H14ClFS in total in a non-equilibrium geometry. The level of theory is ωB97M-V/def2-TZVPD.

Output
* E_tot: -1271.2643 Eh
* HOMO energy: -0.321 hartree
* max |F|: 5.89 eV/Å
* LUMO: 0.024 Eh
* SMILES: C/C=C(\F)Cl.C=CCCCS

Each line ends with the Löwdin charge.
CARTESIAN COORDINATES (ANGSTROEM)
C (5.62, 0.28, -0.42)  -0.152
C (4.50, -0.46, 0.05)  -0.205
C (3.17, -0.12, -0.22)  -0.647
C (-0.62, 0.17, 0.95)  -0.710
C (-2.05, -0.22, 1.01)  -0.341
C (-2.75, -0.20, -0.37)  -0.299
C (-4.20, -0.74, -0.34)  -0.185
C (-5.26, -0.11, -0.96)  0.004
H (5.22, 1.37, -0.59)  0.111
H (6.50, 0.46, 0.39)  0.122
H (6.20, -0.16, -1.27)  0.087
H (4.73, -1.45, 0.26)  0.074
H (1.03, 2.01, 0.69)  -0.080
H (-0.38, 0.26, 2.04)  0.086
H (0.02, -0.63, 0.54)  -0.058
H (-2.90, 0.41, 1.64)  0.175
H (-1.96, -1.43, 1.14)  0.157
H (-3.12, 0.93, -0.60)  0.120
H (-1.91, -0.49, -1.35)  0.192
H (-4.42, -1.66, 0.22)  0.090
H (-5.32, 0.79, -1.44)  0.011
H (-6.30, -0.40, -0.89)  0.042
F (2.57, 0.98, -0.64)  -0.014
S (-0.30, 1.75, 0.18)  0.677
Cl (1.92, -1.34, -0.01)  0.742

=====

[7]
This record from the Open Molecules 2025 dataset describes a structure of composition C6H8BrNO2S in a non-equilibrium geometry. The level of theory is ωB97M-V/def2-TZVPD.

Output
* ΔE to the lowest compared entry with this formula, charge and spin: 4.2935 eV
* E_tot: -3410.7431 Eh
* HOMO energy: -0.329 hartree
* max |F|: 1.01 eV/Å
* LUMO: 0.000 Eh

Each line ends with the Löwdin charge.
CARTESIAN COORDINATES (ANGSTROEM)
C (-1.70, 0.67, -1.00)  -0.082
C (-0.70, 0.60, -1.93)  -0.074
C (-1.44, 0.79, 0.38)  -0.142
C (0.66, 0.75, -1.62)  -0.185
C (-0.44, 0.11, 1.00)  -0.012
C (1.27, 0.28, -0.47)  -0.783
N (2.10, -1.60, 1.30)  -0.088
O (0.52, -2.30, -0.55)  -0.295
O (2.83, -1.68, -1.13)  -0.319
S (1.67, -1.47, -0.32)  0.499
Br (2.87, 1.12, 0.09)  0.787
H (-2.70, 0.89, -1.35)  0.107
H (-0.96, 0.74, -2.97)  0.110
H (-2.00, 1.56, 0.92)  0.110
H (1.20, 1.47, -2.23)  0.112
H (-0.13, 0.39, 2.00)  0.088
H (-0.27, -0.91, 0.72)  0.027
H (1.52, -2.25, 1.80)  0.074
H (3.08, -1.77, 1.43)  0.067

=====

[8]
This record from the Open Molecules 2025 dataset describes the molecule C3H5N3O. The level of theory is ωB97M-V/def2-TZVPD.

Output
* ΔE to the lowest compared entry with this formula, charge and spin: 5.6324 eV
* E_tot: -356.6504 Eh
* HOMO energy (spin up / spin down): -0.327 / -0.327 hartree
* max |F|: 0.59 eV/Å
* LUMO (spin up / spin down): -0.026 / -0.026 Eh

Each line ends with the Löwdin charge.
CARTESIAN COORDINATES (ANGSTROEM)
O (1.13, 0.74, 0.92)  -0.153
C (0.64, 1.74, 0.11)  -0.266
C (-0.18, 0.66, -0.50)  -0.352
N (0.73, -0.37, -0.94)  0.181
N (0.12, -1.43, -0.66)  0.044
C (-0.98, -1.11, 0.28)  -0.182
N (-1.32, 0.22, -0.09)  0.086
H (-0.40, -0.96, 1.22)  0.139
H (1.41, 2.19, -0.53)  0.103
H (0.01, 2.50, 0.60)  0.114
H (0.60, -2.32, -0.78)  0.166
H (-1.76, -1.86, 0.36)  0.119